Below is C28H46AlBN4OPSSi as an isolated structure, with properties calculated with ωB97M-V/def2-TZVPD.

## Properties
energy relative to the best compared isomer or geometry (same formula, charge and spin)	8.3	kcal/mol
E_tot	-2685.0721	hartree
charge	+1

Each line ends with the Mulliken charge.
Atoms and positions in Å:
Al (0.59, 0.36, 0.05)  0.0037
C (2.05, 5.55, -1.25)  -1.0007
Si (3.70, 4.69, -1.27)  0.1477
C (4.51, 4.89, -2.94)  -1.0597
C (4.79, 5.34, 0.09)  -1.0582
C (3.57, 2.80, -0.98)  0.4717
C (4.77, 2.08, -1.01)  -0.2060
C (4.83, 0.71, -0.80)  -1.2641
C (3.65, 0.04, -0.56)  0.1122
N (2.49, 0.69, -0.54)  -0.0833
C (2.43, 2.03, -0.73)  0.6498
S (0.76, 2.56, -0.56)  -0.5596
H (2.23, 6.61, -1.45)  0.3660
H (1.55, 5.47, -0.29)  0.3057
H (1.37, 5.18, -2.03)  0.3001
H (4.67, 5.95, -3.16)  0.3462
H (3.89, 4.47, -3.74)  0.3293
H (5.49, 4.40, -2.98)  0.3401
H (4.96, 6.41, -0.04)  0.3451
H (5.77, 4.86, 0.09)  0.3497
H (4.34, 5.19, 1.07)  0.3279
H (5.70, 2.61, -1.20)  0.3257
H (5.77, 0.18, -0.82)  0.4128
H (3.61, -1.03, -0.38)  0.4101
C (-4.43, 1.60, -0.19)  -1.6338
C (-2.91, 1.78, -0.31)  2.1622
C (-2.57, 2.44, -1.65)  -1.7667
C (-2.48, 2.70, 0.84)  -1.7636
P (-1.98, 0.16, -0.12)  0.0463
C (-2.69, -0.55, 1.40)  0.8469
C (-2.18, -0.12, 2.63)  -1.2249
C (-2.70, -0.60, 3.82)  -1.1677
C (-3.74, -1.51, 3.81)  -0.7156
C (-4.26, -1.94, 2.60)  -0.8828
C (-3.75, -1.47, 1.40)  -0.0602
C (-2.35, -1.01, -1.54)  2.4001
C (-2.13, -2.47, -1.06)  -2.2794
C (-3.75, -0.91, -2.15)  -2.0024
C (-1.34, -0.68, -2.66)  -1.8917
H (-4.88, 2.59, -0.17)  0.5440
H (-4.70, 1.09, 0.74)  0.3277
H (-4.87, 1.06, -1.03)  0.3083
H (-3.01, 3.44, -1.66)  0.5672
H (-3.00, 1.90, -2.50)  0.2525
H (-1.50, 2.55, -1.81)  0.1870
H (-2.95, 3.67, 0.69)  0.5977
H (-1.40, 2.86, 0.91)  0.3087
H (-2.83, 2.32, 1.80)  0.3654
H (-1.36, 0.59, 2.66)  1.0622
H (-2.27, -0.27, 4.76)  0.4898
H (-4.14, -1.89, 4.74)  0.4214
H (-5.09, -2.64, 2.58)  0.4938
H (-4.18, -1.81, 0.47)  0.1541
H (-3.08, -2.99, -0.94)  0.3610
H (-1.61, -2.55, -0.11)  0.3566
H (-1.56, -3.02, -1.82)  0.4208
H (-4.55, -1.07, -1.42)  0.3688
H (-3.84, -1.70, -2.91)  0.5164
H (-3.92, 0.04, -2.65)  0.4349
H (-0.30, -0.76, -2.34)  0.3596
H (-1.49, 0.32, -3.07)  0.2394
H (-1.49, -1.39, -3.48)  0.6187
B (1.09, -0.86, 4.40)  0.4510
C (1.00, -0.35, 2.94)  0.6552
N (0.91, 0.04, 1.85)  -0.7010
H (0.93, 0.10, 5.11)  -0.1145
H (2.19, -1.36, 4.51)  -0.1466
H (0.20, -1.68, 4.51)  -0.1014
N (0.82, -1.56, -0.35)  0.0094
C (1.12, -2.67, -0.23)  0.4315
N (1.46, -3.90, -0.08)  0.1037
C (1.47, -4.87, -1.20)  -0.5525
C (0.54, -6.02, -0.84)  -0.4866
O (0.90, -6.57, 0.41)  -0.3662
C (0.75, -5.64, 1.47)  -0.5950
C (1.69, -4.47, 1.28)  -0.4255
H (2.49, -5.22, -1.33)  0.3020
H (1.14, -4.36, -2.11)  0.4106
H (0.63, -6.81, -1.58)  0.3664
H (-0.50, -5.67, -0.81)  0.2819
H (0.98, -6.16, 2.39)  0.3594
H (-0.29, -5.29, 1.51)  0.3184
H (2.73, -4.80, 1.33)  0.2697
H (1.52, -3.69, 2.02)  0.3955